(1)
13
Properties=species:S:1:pos:R:3:nbo_charge:R:1 method="wB97M-V/def2-TZVPD" homo_ev=-8.64 total_charge=0
C 0.376 -1.288 -0.020 -0.4811
C 1.198 -0.128 -0.547 -0.3511
C 0.719 1.021 -0.165 0.1579
C -0.060 2.026 0.075 -0.5428
N -1.972 -0.490 0.059 -0.5828
C -0.901 -0.813 0.654 0.1383
H 1.012 -1.781 0.729 0.2226
H 0.133 -2.006 -0.801 0.2164
H 2.151 -0.261 -1.043 0.2376
H 0.256 2.548 -0.825 0.2623
H -0.227 2.423 1.071 0.2321
H -1.840 -0.585 -0.954 0.3221
H -0.882 -0.672 1.743 0.1684

***

(2)
13
Properties=species:S:1:pos:R:3:nbo_charge:R:1 method="wB97M-V/def2-TZVPD" homo_ev="-13.02 / -13.02" total_charge=+1
C 0.491 -0.160 0.540 0.1338
C -0.857 0.083 -1.337 -0.1840
N -0.229 0.071 1.538 -0.4764
N 0.517 0.687 2.863 0.6622
N -0.287 -0.827 -2.432 -0.7740
O 1.621 0.952 2.641 -0.2463
O -0.242 0.796 3.776 -0.2518
H 1.459 0.177 0.521 0.1941
H -0.608 1.109 -1.554 0.1347
H -1.271 0.027 1.488 0.4606
H 0.691 -0.545 -2.585 0.4431
H -0.658 -0.570 -3.283 0.4329
H -0.627 -1.801 -2.176 0.4713

***

(3)
44
Properties=species:S:1:pos:R:3:nbo_charge:R:1 method="wB97M-V/def2-TZVPD" multiplicity=2 s_squared=1.106 homo_ev="-9.47 / -9.13" total_charge=0
Co 2.486 0.428 -0.604 1.2629
O 4.229 0.957 -1.163 -0.4580
N 4.236 -0.294 -0.937 0.1854
N 1.142 -0.675 -0.523 -0.4969
C 0.097 -1.242 -0.122 0.2326
C -0.860 -0.477 0.739 -0.1371
C -2.230 -0.547 0.497 -0.1482
C -3.105 0.237 1.235 -0.2396
C -2.617 1.082 2.223 -0.2040
C -1.251 1.148 2.468 -0.2079
C -0.369 0.378 1.724 -0.1831
C -0.232 -2.627 -0.550 -0.0311
C -0.993 -3.456 0.270 -0.2056
C -1.253 -4.761 -0.116 -0.2086
C -0.763 -5.243 -1.322 -0.1877
C -0.002 -4.419 -2.140 -0.2060
C 0.268 -3.117 -1.754 -0.1929
H -2.609 -1.211 -0.271 0.2175
H -4.168 0.183 1.043 0.2192
H -3.302 1.684 2.806 0.2194
H -0.869 1.800 3.242 0.2254
H 0.699 0.434 1.895 0.2636
H -1.367 -3.084 1.215 0.2264
H -1.835 -5.406 0.529 0.2200
H -0.969 -6.262 -1.622 0.2187
H 0.384 -4.793 -3.079 0.2204
H 0.867 -2.468 -2.379 0.2271
O 4.289 -1.088 2.800 -0.9737
Se 4.392 0.118 1.784 2.7252
O 4.960 -0.635 0.229 -0.6250
O 2.881 0.610 1.266 -1.0758
O 5.330 1.340 2.136 -0.9681
C -1.999 3.296 -1.168 -0.4119
N -0.549 3.330 -1.012 -0.3936
C 0.155 4.574 -0.719 -0.4171
C 0.140 2.200 -1.020 0.5563
O 1.355 2.149 -0.798 -0.6983
H -2.365 4.309 -1.306 0.2172
H -2.484 2.869 -0.289 0.2148
H -2.277 2.715 -2.047 0.2128
H -0.519 5.410 -0.877 0.2077
H 1.018 4.673 -1.375 0.2288
H 0.511 4.583 0.311 0.2205
H -0.452 1.298 -1.218 0.1482

***

Calculated total energy for every record listed, in sequence, given in Ha: -249.33305; -393.94861; -5019.56274.
Relative energy (zero: lowest compared OMol25 entry of this formula, charge and spin) for every record listed, in sequence, given in kcal/mol: 88.0; 208.8; 28.0.